This record from the OMol25 dataset describes a cluster of 9 separate species, C27H44O27S2 in total in a non-equilibrium geometry. The level of theory is ωB97M-V/def2-TZVPD.

Results
* SMILES: CCOS(C)(=O)=O.CCOS(C)(=O)=O.O=C1OCCO1.O=C1OCCO1.O=C1OCCO1.O=C1OCCO1.O=C1OCCO1.O=C1OCCO1.O=C1OCCO1
* net charge: 0
* frontier orbital gap: 9.52 eV
* DFT total energy: -105652.4797 eV

Last column: Löwdin charge in e.
Positions of all 100 atoms, in Å:
C1 0.48390 -0.56116 -3.29738  -0.093
C2 1.00008 -0.22597 -4.60149  -0.348
O1 0.15400 0.68034 -5.25824  -0.294
S1 0.46539 1.10422 -6.86562  0.576
C3 -0.87901 2.04975 -7.31871  -0.144
O2 1.53317 1.94541 -6.59479  -0.276
O3 0.66718 -0.13049 -7.54439  -0.255
H1 0.38005 0.46156 -2.68702  0.109
H2 1.31095 -0.99903 -2.82472  0.046
H3 -0.53962 -1.11773 -2.98784  0.136
H4 2.06968 0.17659 -4.90460  0.161
H5 0.76428 -1.14010 -5.13653  0.110
H6 -1.07905 2.71968 -6.47711  0.079
H7 -1.84645 1.48953 -7.73646  0.145
H8 -0.59283 2.66937 -8.12301  0.053
C4 -4.16049 -0.66089 3.36088  -0.020
C5 -2.83737 -0.97292 2.65035  -0.328
O4 -2.97768 -1.25946 1.32842  -0.254
S2 -1.60199 -1.69312 0.46284  0.661
C6 -0.26937 -0.66310 0.74981  -0.153
O5 -1.06623 -2.90390 1.14022  -0.329
O6 -1.93910 -1.72468 -0.92612  -0.276
H9 -4.83301 -0.18630 2.83524  0.001
H10 -3.86865 -0.07620 4.18854  0.068
H11 -4.66232 -1.67476 3.64483  0.102
H12 -2.25103 0.04634 2.60592  0.135
H13 -2.18070 -1.76980 3.04814  0.122
H14 -0.18073 -0.53903 1.75899  0.003
H15 -0.52574 0.42532 0.61751  0.089
H16 0.78568 -0.98003 0.24062  0.139
O7 2.57475 -8.66269 1.61448  0.191
C7 2.54890 -7.50205 1.47993  -0.575
O8 1.31764 -6.81195 1.18467  0.064
C8 1.58942 -5.53653 0.98144  -0.194
C9 3.06484 -5.38126 1.55365  -0.080
O9 3.51007 -6.68500 1.51984  0.119
H17 1.44271 -5.16165 -0.01805  0.131
H18 0.99320 -4.90897 1.54292  0.092
H19 3.08513 -5.09721 2.61403  0.148
H20 3.51764 -4.72797 0.92798  0.071
O10 -4.67817 -7.65721 4.30500  0.062
C10 -4.56590 -6.47444 3.83551  -0.539
O11 -5.66253 -5.82140 3.44431  0.051
C11 -5.29384 -4.75641 2.56477  -0.095
C12 -3.83324 -4.52141 2.93226  -0.074
O12 -3.47436 -5.79779 3.53856  0.068
H21 -5.43646 -5.21852 1.74742  0.054
H22 -6.00110 -3.75549 2.68510  0.192
H23 -3.65493 -3.81102 3.80209  0.144
H24 -3.19267 -4.39126 2.04536  0.129
O13 2.85759 0.69458 -1.12765  0.162
C13 3.74122 1.28828 -1.70518  -0.564
O14 4.26183 2.48572 -1.29322  0.023
C14 5.38394 2.86237 -1.96628  -0.123
C15 5.39355 1.84688 -3.16594  -0.071
O15 4.54410 0.88421 -2.62558  0.085
H25 5.13021 4.00251 -2.23011  0.175
H26 6.24691 2.77354 -1.45441  0.080
H27 6.37471 1.46652 -3.57154  0.160
H28 5.00454 2.13740 -4.02218  0.071
O16 0.24298 0.70079 4.19011  0.113
C16 -0.10092 1.89160 4.21130  -0.532
O17 0.68161 2.90146 4.08105  0.077
C17 0.04323 4.13804 4.19751  -0.106
C18 -1.45012 3.82201 4.56986  -0.065
O18 -1.38720 2.39514 4.38621  0.016
H29 0.68728 4.94483 4.85663  0.188
H30 0.13400 4.42429 3.20865  0.092
H31 -2.09316 4.23140 3.85363  0.105
H32 -1.56367 4.06485 5.61020  0.122
O19 2.60355 -2.24857 0.79130  0.171
C19 3.71063 -1.81847 0.70574  -0.547
O20 4.77555 -2.37821 0.09509  0.058
C20 5.88018 -1.57898 -0.07527  -0.123
C21 5.48080 -0.38516 0.89333  -0.080
O21 4.11751 -0.63458 1.16871  0.073
H33 6.89894 -1.91827 0.17660  0.135
H34 5.92588 -1.37933 -1.13480  0.115
H35 5.68324 0.68522 0.29553  0.176
H36 6.14446 -0.37475 1.65831  0.078
O22 -0.61811 3.24611 -0.21237  0.057
C22 0.18754 3.54053 -1.14852  -0.683
O23 1.08548 4.34738 -0.87891  0.127
C23 1.73727 4.84742 -2.06148  -0.086
C24 1.23278 3.90893 -3.05445  -0.096
O24 0.15238 3.30226 -2.38010  0.132
H37 1.36611 5.84887 -2.22823  0.135
H38 2.69017 5.07548 -1.79081  0.099
H39 2.05671 3.36680 -3.40611  0.108
H40 0.69042 4.50813 -4.00423  0.208
O25 -7.80654 3.83234 -0.72821  0.177
C25 -6.82063 3.71056 -0.08371  -0.542
O26 -6.50312 2.54829 0.63868  0.002
C26 -5.25524 2.68283 1.22668  -0.195
C27 -4.69087 4.03612 0.84499  -0.111
O27 -5.75712 4.50450 -0.01922  0.060
H41 -5.58410 2.71728 2.38792  0.168
H42 -4.54966 1.73114 0.78234  0.194
H43 -3.64690 3.84948 0.24849  0.174
H44 -4.49403 4.66101 1.64011  0.084



This record from the OMol25 dataset describes a cluster of 27 separate species, C20H94Cl2FN2O34PS3 in total in a non-equilibrium geometry. The level of theory is ωB97M-V/def2-TZVPD.

Results
* net charge: 0
* frontier orbital gap: 7.66 eV
* DFT total energy: -164414.6168 eV

Last column: Löwdin charge in e.
Positions of all 157 atoms, in Å:
C1 0.08653 0.59318 7.08730  -0.077
C2 -0.58737 -0.77672 7.00787  -0.262
O1 -0.54019 -1.30970 5.66730  -0.207
P1 -1.52114 -2.58502 5.43303  0.545
O2 -1.75824 -3.23920 6.73824  -0.278
C3 -0.69004 -3.76065 4.31154  -0.156
C4 -0.17582 -3.00290 3.04711  -0.161
C5 -1.36061 -2.56986 2.10682  -0.345
O3 -1.54671 -1.16688 2.21406  -0.071
C6 -1.09801 -0.17206 1.35945  -0.338
C7 -2.24242 0.49031 0.51798  -0.637
S1 -2.76328 -0.53361 -0.90700  0.905
C8 -3.51077 0.69523 1.41110  -0.399
C9 -4.61925 1.47320 0.67469  -0.049
F1 -4.09873 -0.53411 1.70864  -0.042
N1 -1.67842 1.79054 0.02181  -0.459
S2 -1.82887 3.09962 1.15183  0.891
O4 -2.06527 2.13353 -1.27383  -0.215
C10 -1.12477 3.10975 -1.79410  -0.184
C11 -0.69970 2.79627 -3.23368  -0.167
N2 0.57003 2.04021 -3.13995  -0.040
C12 0.66462 1.08563 -4.24730  -0.178
C13 2.05131 0.45667 -4.35559  -0.407
C14 1.94667 -0.83013 -5.20355  -0.033
O5 2.69383 0.25849 -3.09961  -0.040
S3 0.46350 -0.42833 0.41646  0.700
C15 1.35867 1.16050 0.42631  -0.097
O6 0.26633 -0.73837 -0.98057  -0.340
O7 1.37443 -1.40088 1.01232  -0.315
C16 -1.37361 -3.25640 0.73231  -0.548
Cl1 -3.15257 -3.59158 0.42117  0.608
C17 -0.58511 -4.62480 0.72081  -0.589
C18 0.83281 -4.45187 0.11198  -0.106
Cl2 -1.46019 -5.85185 -0.34597  0.628
O8 -2.93694 -2.17697 4.76788  -0.227
C19 -3.72228 -1.23928 5.53630  -0.251
C20 -3.34746 0.23556 5.25311  -0.049
H1 0.57888 0.67433 8.05577  0.063
H2 -0.63086 1.41689 7.05124  0.063
H3 0.83294 0.76596 6.31897  0.062
H4 -0.05884 -1.46602 7.66482  0.115
H5 -1.60885 -0.67127 7.37067  0.100
H6 -1.36788 -4.58048 4.07421  0.105
H7 0.19883 -4.09846 4.84402  0.106
H8 0.64177 -3.50470 2.53312  0.087
H9 0.25298 -2.06347 3.40561  0.103
H10 -2.21952 -3.00505 2.61841  0.091
H11 -0.83576 0.66281 2.03100  0.130
H12 -3.71251 0.21622 -1.49849  -0.086
H13 -3.26990 1.13577 2.37684  0.103
H14 -4.23175 2.21691 -0.01848  0.054
H15 -5.16892 2.00730 1.45761  0.087
H16 -5.32772 0.78028 0.23051  0.084
H17 -2.83344 3.93003 0.75802  -0.069
H18 -0.19816 3.12556 -1.22661  0.083
H19 -1.61902 4.08498 -1.71702  0.111
H20 -0.45732 3.75814 -3.67920  0.090
H21 -1.47133 2.25351 -3.77581  0.127
H22 1.30325 2.72609 -3.28301  0.069
H23 0.50982 1.63857 -5.18523  0.112
H24 -0.11901 0.33563 -4.10774  0.129
H25 2.71906 1.11222 -4.92286  0.096
H26 2.09315 -1.73796 -4.61898  0.073
H27 2.70052 -0.78913 -5.99648  0.062
H28 0.97752 -0.90803 -5.69580  0.070
H29 2.76738 -0.68656 -2.93508  0.083
H30 1.65303 1.38684 -0.60029  0.064
H31 2.28574 1.03742 0.98977  0.045
H32 0.80031 1.95250 0.92152  0.037
H33 -1.06083 -2.67359 -0.13389  0.062
H34 -0.56644 -5.09949 1.69758  0.093
H35 1.56375 -4.57182 0.91199  0.093
H36 0.88646 -3.45340 -0.32422  0.063
H37 0.96608 -5.15665 -0.69743  0.038
H38 -4.73976 -1.36375 5.19566  0.083
H39 -3.70370 -1.48965 6.59526  0.105
H40 -3.30934 0.77494 6.20104  0.076
H41 -4.14328 0.69635 4.66153  0.070
H42 -2.41411 0.32530 4.69881  0.065
O9 1.31777 1.30160 -7.50598  -0.043
H43 1.06434 0.45738 -7.89278  0.044
H44 1.51448 1.85417 -8.27243  0.027
O10 2.93910 4.07458 -4.32887  -0.051
H45 3.04667 4.98947 -4.61274  0.053
H46 3.83819 3.77268 -4.11573  0.027
O11 3.46711 -3.73861 -1.53623  -0.047
H47 3.05241 -4.00770 -0.71350  -0.004
H48 4.26397 -4.27569 -1.58869  0.041
O12 1.50738 4.97839 -1.92791  -0.048
H49 2.24171 4.86343 -2.54722  0.011
H50 1.90765 4.84733 -1.05729  0.007
O13 1.20798 -7.50029 -1.40936  -0.081
H51 0.45820 -6.98882 -1.07428  -0.074
H52 0.87013 -8.39845 -1.48139  0.037
O14 -4.96703 -4.26079 3.84252  -0.055
H53 -4.45626 -3.92658 3.09758  -0.005
H54 -4.65609 -3.73478 4.58782  0.010
O15 3.28860 3.66448 -8.38411  -0.038
H55 4.05059 3.64043 -8.97257  0.064
H56 3.65828 3.50434 -7.50726  0.051
O16 -3.30038 -8.17292 -2.60488  -0.059
H57 -2.77416 -7.82481 -3.33133  0.034
H58 -3.11202 -7.58122 -1.87022  -0.013
O17 -0.53202 6.40101 -0.05761  -0.067
H59 -0.68352 5.46417 0.11343  -0.027
H60 0.32258 6.41515 -0.50625  -0.003
O18 -0.01327 -3.47626 -5.13548  -0.054
H61 -0.29880 -3.85675 -4.29870  0.034
H62 0.79785 -3.95089 -5.34328  0.037
O19 3.14691 5.05159 0.64039  -0.049
H63 3.21303 5.98164 0.38538  0.027
H64 4.04848 4.80093 0.86227  0.046
O20 -0.71355 2.92908 4.60817  -0.062
H65 -1.15083 3.03083 3.75678  -0.043
H66 -0.72806 3.81145 4.99174  0.041
O21 4.88052 -0.13442 1.10139  -0.041
H67 4.02046 -0.56974 1.12458  0.026
H68 4.74296 0.68200 1.59099  0.040
O22 -6.35208 -1.94976 6.50616  -0.046
H69 -7.11970 -1.49184 6.86761  0.030
H70 -6.68035 -2.83499 6.31309  0.054
O23 5.28345 0.44342 -7.42088  -0.052
H71 4.52379 0.82242 -6.96184  0.013
H72 5.01466 -0.46162 -7.61117  0.046
O24 7.90189 -1.14271 1.06019  -0.066
H73 6.96863 -0.93973 1.19740  -0.007
H74 8.14651 -0.61453 0.29577  0.027
O25 -8.73339 -2.06467 8.81490  -0.049
H75 -7.83017 -2.01452 9.14653  0.046
H76 -9.08960 -2.85550 9.23457  0.050
O26 8.07086 -0.82258 -8.15371  -0.063
H77 8.83385 -0.61890 -7.60577  0.030
H78 7.46245 -0.09008 -7.99479  0.003
O27 2.31645 8.34947 -0.14151  -0.047
H79 1.37582 8.46517 0.03718  0.037
H80 2.49258 8.94569 -0.87543  0.042
O28 -1.01089 4.71742 -5.72711  -0.053
H81 -1.45018 5.57283 -5.75143  0.040
H82 -0.11162 4.91072 -6.01517  0.020
O29 2.98741 1.10789 7.46050  -0.054
H83 3.69633 0.89727 6.84433  0.042
H84 3.40844 1.06473 8.32514  0.043
O30 -2.06147 -8.28907 2.29009  -0.065
H85 -3.01108 -8.15417 2.36908  0.037
H86 -1.81656 -7.79607 1.50058  -0.032
O31 -11.89704 -1.30294 8.94748  -0.058
H87 -12.05087 -0.90325 8.08679  0.034
H88 -10.97713 -1.58567 8.91568  -0.008
O32 0.85120 5.12125 -8.46100  -0.064
H89 0.59583 5.56563 -9.27410  0.034
H90 1.77673 4.86651 -8.59746  -0.009
O33 4.80772 2.03370 -4.55915  -0.068
H91 4.44796 1.29500 -4.04288  0.037
H92 5.70946 1.76758 -4.77525  0.033
O34 7.08188 3.34961 -5.67706  -0.045
H93 7.88729 3.48260 -5.16682  0.048
H94 6.58532 4.16367 -5.55113  0.039



This record from the OMol25 dataset describes a structure of composition C20H14F3IN3Pd. The level of theory is ωB97M-V/def2-TZVPD.

Results
* net charge: -1
* ΔE to the lowest compared entry with this formula, charge and spin: 0.0 kcal per mole
* frontier orbital gap: 6.74 eV
* DFT total energy: -45173.7049 eV

Last column: natural (NBO) charge in e.
Positions of all 42 atoms, in Å:
Pd1 -1.23787 1.48622 1.11128  0.559
C1 -0.56939 -2.09538 -4.02855  -0.276
C2 0.06275 -1.00681 -3.38806  0.049
N1 0.02216 -0.79268 -2.10261  -0.403
C3 -0.67422 -1.66150 -1.32596  0.196
C4 -1.34464 -2.78344 -1.86609  -0.106
C5 -1.26973 -2.97832 -3.26269  -0.149
C6 -2.07658 -3.64996 -1.01770  -0.216
C7 -2.12296 -3.39677 0.32023  -0.197
C8 -1.45072 -2.28622 0.87052  -0.254
C9 -0.73863 -1.40861 0.08835  0.183
N2 -0.16884 -0.26701 0.63936  -0.666
C10 1.16422 -0.12731 0.61284  0.217
C11 2.09751 -1.12271 0.30237  -0.327
C12 3.47147 -0.87376 0.35097  -0.168
C13 3.98897 0.34726 0.70867  -0.306
C14 3.09009 1.38807 1.03434  -0.079
C15 3.51261 2.68146 1.41644  -0.145
C16 2.59178 3.64344 1.71226  -0.272
C17 1.22346 3.33124 1.62280  0.056
N3 0.79703 2.14068 1.27019  -0.452
C18 1.69836 1.15880 0.98334  0.187
H1 -0.49399 -2.21103 -5.10210  0.206
H2 0.61783 -0.28444 -3.98060  0.180
H3 -1.77994 -3.82616 -3.70667  0.202
H4 -2.59730 -4.49735 -1.44835  0.198
H5 -2.68689 -4.04996 0.97585  0.203
H6 -1.49478 -2.08872 1.93437  0.221
H7 1.74174 -2.10559 0.01988  0.210
H8 4.14845 -1.68289 0.09796  0.197
H9 5.05583 0.52795 0.74384  0.195
H10 4.57515 2.89223 1.46764  0.203
H11 2.88908 4.64072 2.00741  0.211
H12 0.46798 4.07348 1.83782  0.225
I1 -3.70112 0.60714 -1.10827  -0.062
C19 -3.06685 0.67734 0.97308  -0.746
H13 -3.07332 -0.37203 1.26126  0.178
H14 -3.88232 1.20353 1.45335  0.192
F1 -3.41955 3.46533 1.50605  -0.379
C20 -2.06674 3.27799 1.53792  0.734
F2 -1.70624 3.75616 2.78834  -0.400
F3 -1.59385 4.26962 0.68893  -0.398